Computed, not measured: 13 unconnected molecules or ions with the total composition C52H104O39 at a distorted geometry, with ωB97M-V/def2-TZVPD.

The geometry in XYZ format:
```
195
Properties=species:S:1:pos:R:3:forces:R:3
C 4.2587 5.7155 5.9122 0.21 0.64 1.35
C 4.2947 6.0250 4.4607 0.45 -2.27 -0.82
O 3.8103 7.2880 4.0639 1.78 -0.30 -0.40
C 2.5244 7.4125 3.9681 -2.54 -0.25 1.81
O 1.6845 6.5677 4.2442 0.97 0.91 -0.73
O 2.2789 8.7082 3.7301 -0.41 -0.21 -0.04
C 1.1054 9.2785 4.3082 -0.38 1.28 -0.42
H 5.2726 5.8558 6.2871 -0.19 -0.02 0.54
H 3.9437 4.6894 6.1014 0.00 0.11 -0.01
H 3.5842 6.3935 6.4352 -0.02 -0.12 0.16
H 3.7729 5.1813 4.0089 -0.40 0.58 -0.75
H 5.3349 5.8932 4.1629 -0.13 0.75 -0.56
H 1.0864 9.3169 5.3974 0.45 -0.49 0.04
H 0.1305 8.9276 3.9699 0.36 -0.63 -0.27
H 1.1846 10.3115 3.9692 -0.15 0.05 0.10
C 0.7193 -11.1276 5.2380 -0.04 1.58 0.17
C -0.2763 -9.9645 4.9589 -0.45 -0.61 1.75
O -0.0584 -8.6942 5.6565 1.17 0.23 -0.49
C -0.2694 -8.4845 6.9591 -1.68 -2.53 0.83
O -0.8797 -9.2791 7.7078 1.92 2.51 -1.65
O 0.2597 -7.2775 7.2435 -0.61 -1.00 0.54
C 0.2201 -6.8192 8.5903 0.99 0.83 1.30
H 0.3648 -11.9878 4.6702 0.23 0.03 -0.04
H 0.8244 -11.3927 6.2901 -0.41 0.06 0.01
H 1.7030 -10.7801 4.9223 0.11 -0.40 -0.28
H -1.2601 -10.2689 5.3162 -0.18 -0.17 -0.56
H -0.2392 -9.7274 3.8956 -0.24 0.23 0.27
H 1.1971 -6.3846 8.8014 0.09 0.37 -0.53
H 0.1777 -7.5041 9.4372 -0.65 -0.97 -0.78
H -0.5126 -6.0356 8.7829 -0.25 -0.18 -0.55
C -8.5865 7.1128 2.4069 0.45 -1.63 0.54
C -7.3332 6.8432 3.2638 -0.35 -0.55 -0.99
O -6.1360 7.1116 2.4748 0.37 0.71 0.24
C -5.6375 6.1830 1.6549 -1.53 -2.52 0.10
O -6.1353 5.0632 1.4508 1.11 2.40 0.44
O -4.5126 6.6355 1.1066 -1.37 1.33 2.03
C -3.7106 5.7912 0.3819 0.56 -1.63 -1.22
H -8.5623 6.3698 1.6098 0.33 0.56 -0.68
H -8.7117 8.1455 2.0814 0.04 -0.25 0.04
H -9.4526 6.7024 2.9260 -0.22 0.70 0.52
H -7.2476 5.8013 3.5723 -0.39 -0.08 -0.16
H -7.3433 7.4254 4.1852 0.61 0.41 -0.37
H -3.8417 4.7225 0.5517 -0.55 0.03 0.46
H -2.6785 5.9762 0.6794 -0.01 0.46 -0.65
H -4.0156 5.9409 -0.6538 0.96 0.06 -0.31
C 5.5473 13.3900 3.1345 1.16 -1.04 -0.25
C 6.4463 12.2699 2.5276 1.00 1.22 1.59
O 6.0976 12.1676 1.1758 -0.28 -2.35 -2.96
C 6.3431 11.0133 0.3857 1.28 -0.87 1.17
O 7.1009 10.0625 0.6021 -1.55 2.68 0.41
O 5.6001 11.0725 -0.7292 -0.06 2.56 3.24
C 5.8019 10.1465 -1.6939 -0.52 -1.36 -2.93
H 4.5540 12.9449 3.0773 -0.33 1.14 0.25
H 5.7849 14.3491 2.6742 -0.87 -0.26 -1.16
H 5.8895 13.7254 4.1136 -0.32 -1.12 0.66
H 6.4323 11.3217 3.0651 -0.51 -0.09 -0.16
H 7.4610 12.6446 2.6620 0.39 -0.23 -0.50
H 4.8449 10.0970 -2.2133 -0.20 -0.45 0.12
H 6.1090 9.1452 -1.3921 0.12 0.32 0.29
H 6.4275 10.5571 -2.4865 0.70 -0.17 0.23
C 6.5228 1.1172 -15.0373 1.09 0.34 -0.09
C 6.0961 -0.3235 -15.1838 1.09 0.20 0.17
O 5.4973 -0.7441 -13.9422 -0.65 0.90 -2.61
C 6.2399 -1.1116 -12.9158 0.64 -1.47 -1.61
O 7.4081 -1.4322 -12.9441 -0.48 0.80 0.72
O 5.3237 -1.2653 -12.0078 -0.93 0.17 1.43
C 5.6523 -1.4308 -10.6370 -0.73 0.01 -0.83
H 7.2602 1.1516 -14.2354 -0.36 0.15 0.55
H 5.7449 1.8688 -14.9026 -0.12 -0.32 0.12
H 7.1709 1.4445 -15.8502 -0.37 -0.12 -0.57
H 6.9889 -0.9153 -15.3857 0.07 -0.15 0.24
H 5.4658 -0.4864 -16.0581 -0.70 -0.12 0.64
H 6.2137 -0.5334 -10.3773 0.55 -0.68 0.66
H 6.0531 -2.4422 -10.5700 0.63 0.43 0.81
H 4.6647 -1.3814 -10.1784 0.26 -0.12 0.37
C -9.2491 -6.9625 5.9099 0.04 -0.06 1.74
C -8.0503 -6.8799 6.9393 0.06 -0.75 -2.01
O -7.7319 -5.6581 7.6157 -0.56 -0.09 0.62
C -7.1174 -4.7243 6.8910 -0.96 0.10 -0.19
O -6.8467 -4.8638 5.7383 0.62 0.07 -1.12
O -6.9772 -3.6106 7.5977 0.03 1.31 0.65
C -6.7938 -2.3722 6.8035 -0.19 -1.30 -0.08
H -10.1435 -6.6148 6.4268 -0.16 0.40 -0.29
H -9.4379 -8.0328 5.8259 0.18 -0.16 -0.18
H -9.1734 -6.5675 4.8968 0.43 0.37 0.41
H -7.1807 -7.1851 6.3572 0.24 -0.02 0.26
H -8.2391 -7.6481 7.6893 0.05 0.48 0.26
H -5.7472 -2.3180 6.5038 -0.26 -0.04 -0.37
H -7.0462 -1.4606 7.3452 -0.07 -0.60 0.68
H -7.5159 -2.4822 5.9945 0.54 0.30 -0.37
C -7.4652 0.6040 14.8860 2.65 0.83 -0.25
C -5.9830 0.2326 14.4314 -1.15 -2.24 1.28
O -5.5640 0.8258 13.2530 0.60 1.96 -2.28
C -4.2763 0.7533 12.9081 1.20 2.66 -1.20
O -3.3874 0.1379 13.4214 -0.69 -0.13 -0.20
O -4.0430 1.7542 11.8605 0.08 -2.00 0.79
C -2.6452 2.0263 11.4957 0.25 0.74 1.81
H -7.8227 -0.0981 15.6392 -0.09 -0.35 -0.57
H -8.0866 0.7686 14.0057 -0.19 -0.24 0.33
H -7.3215 1.5231 15.4540 -0.52 0.37 -0.27
H -5.9525 -0.8279 14.1815 -0.06 -0.35 0.63
H -5.2395 0.4257 15.2048 -0.20 0.01 0.20
H -2.0911 2.1472 12.4265 0.09 -0.43 0.18
H -2.5342 3.0314 11.0889 -0.99 -0.04 -0.35
H -2.0300 1.3858 10.8636 -0.99 -0.78 -0.10
C -1.6840 5.6031 -7.6975 0.78 0.13 0.12
C -0.5603 6.6580 -8.0061 -2.06 -0.87 0.30
O -0.3416 7.3096 -6.7701 0.31 2.02 0.42
C -1.0546 8.4142 -6.4290 -1.70 -0.52 -0.48
O -2.1607 8.7667 -6.8450 2.35 -0.73 0.38
O -0.3846 8.9879 -5.4455 2.21 -1.33 -0.66
C -0.9752 10.0269 -4.7617 -1.78 0.32 0.42
H -2.7100 5.9626 -7.7757 0.18 0.25 -0.90
H -1.6741 5.4122 -6.6244 0.63 -0.37 0.04
H -1.5014 4.6706 -8.2315 -0.36 0.04 -0.05
H -0.9025 7.3360 -8.7880 0.12 0.23 0.13
H 0.4141 6.2550 -8.2822 -0.28 -0.29 0.04
H -1.0909 10.8659 -5.4478 -0.24 0.23 0.42
H -0.4425 10.2773 -3.8443 0.42 -0.11 -0.43
H -1.9223 9.5738 -4.4687 -0.57 1.01 0.24
C 6.2225 -12.1824 -2.1807 0.30 0.16 0.55
C 5.1020 -11.3217 -1.6443 -0.76 -0.78 -1.34
O 5.4309 -9.9833 -1.2417 0.57 -0.16 0.33
C 5.8784 -9.0980 -2.1240 -1.18 0.04 -2.80
O 5.9133 -9.2965 -3.3787 0.43 1.36 4.77
O 6.0824 -7.9128 -1.3960 0.05 -1.46 -2.76
C 6.3556 -6.7953 -2.2583 0.30 1.51 -0.05
H 7.0174 -12.2629 -1.4392 0.39 0.11 -0.36
H 6.5081 -11.7831 -3.1539 0.54 -0.03 0.27
H 5.8563 -13.1951 -2.3494 -0.23 0.02 0.07
H 4.5539 -11.8028 -0.8343 0.36 0.45 0.33
H 4.4242 -11.3369 -2.4978 -0.49 0.80 0.14
H 7.2811 -6.8212 -2.8334 0.15 -0.73 0.27
H 6.4239 -5.9004 -1.6398 0.12 -0.35 0.51
H 5.6015 -6.4909 -2.9840 -0.56 -0.95 0.07
C 11.9653 2.4666 -9.5346 0.37 0.57 0.04
C 10.8080 2.8544 -8.5970 -0.20 0.83 -2.39
O 11.2191 2.6953 -7.2896 1.23 -1.31 1.01
C 10.4623 3.1481 -6.3232 -2.49 1.29 -0.56
O 9.4296 3.7992 -6.5031 1.68 -1.18 0.70
O 10.9953 2.7707 -5.1715 -0.28 -0.68 1.27
C 10.1073 2.8255 -4.0411 -0.80 1.54 0.69
H 12.8869 2.9986 -9.2984 -0.03 0.08 0.42
H 11.8069 2.7465 -10.5761 -0.59 -0.04 0.04
H 12.2225 1.4074 -9.5304 -0.33 -0.05 0.25
H 9.9227 2.2944 -8.8983 -0.08 -0.56 0.64
H 10.4535 3.8817 -8.6820 0.42 0.25 -0.49
H 9.2742 2.1232 -4.0153 0.29 -0.34 -0.74
H 9.6583 3.8179 -4.0005 -0.16 0.03 -0.28
H 10.5788 2.7605 -3.0605 0.96 -0.42 -0.59
C -14.0012 -5.6687 -2.0147 0.01 -0.37 -0.43
C -12.8244 -6.1264 -1.1790 -0.73 -0.05 0.29
O -11.5691 -5.5237 -1.5674 0.75 0.62 0.80
C -11.0427 -4.5150 -0.8145 -2.10 1.79 0.89
O -11.5968 -3.9950 0.1670 1.63 -1.47 -2.05
O -9.9409 -4.0280 -1.4295 -1.28 -1.70 -0.03
C -9.3192 -2.8549 -0.9720 0.63 0.38 1.02
H -13.7784 -5.8506 -3.0661 0.03 0.56 -0.14
H -14.3688 -4.6648 -1.8018 0.32 0.04 -0.19
H -14.8248 -6.3572 -1.8258 -0.10 -0.02 0.31
H -12.7408 -7.2002 -1.3465 0.53 0.07 0.02
H -13.1054 -5.9822 -0.1358 0.73 0.24 0.13
H -8.4950 -2.7256 -1.6734 -0.29 0.47 0.03
H -8.8884 -2.9580 0.0240 0.09 -0.50 0.08
H -9.9804 -1.9993 -0.8345 -0.23 -0.06 -0.74
C 0.2327 -0.0656 2.4987 0.73 1.69 -0.48
C 0.4867 -0.4978 1.0551 -1.24 -3.10 1.24
O 0.9965 0.4971 0.2711 1.86 1.69 -1.21
C 1.5468 0.2446 -0.9622 -1.96 -0.13 1.07
O 1.5088 -0.7947 -1.5589 0.49 -0.01 0.29
O 1.9344 1.4221 -1.4113 0.79 0.14 0.00
C 2.5600 1.4460 -2.6836 0.43 0.88 -0.81
H 1.1317 0.2814 3.0081 0.42 -0.09 -0.29
H -0.1870 -0.7776 3.2093 -0.48 -0.16 -0.72
H -0.3361 0.8545 2.3645 -0.59 -0.10 0.69
H -0.4661 -0.8029 0.6223 -0.22 -0.15 0.00
H 1.0833 -1.4095 1.0856 0.45 0.06 -0.44
H 1.8790 1.1493 -3.4813 0.02 -0.15 0.15
H 3.5141 0.9271 -2.7757 -0.29 -0.67 0.48
H 2.8596 2.4831 -2.8346 -0.41 0.11 0.02
C 0.1625 -8.3331 -5.9467 0.13 -0.84 -0.29
C -0.3961 -8.0376 -4.5695 0.90 2.41 0.47
O -1.1985 -9.0206 -4.0108 -1.05 -1.57 -0.99
C -1.9973 -8.8820 -2.9814 -0.71 -2.16 2.96
O -2.4084 -9.9314 -2.4091 0.65 4.43 -1.48
O -2.1481 -7.5507 -2.6168 0.60 -1.17 -1.14
C -2.7514 -7.1617 -1.3834 -0.31 -1.86 0.44
H 1.0290 -8.9916 -6.0080 0.06 -0.04 0.50
H 0.4535 -7.4123 -6.4523 -0.12 0.10 0.20
H -0.5783 -8.8287 -6.5741 -0.29 0.18 0.06
H -0.8975 -7.0732 -4.6516 -0.58 -0.15 0.02
H 0.3231 -7.8419 -3.7741 0.82 0.07 -0.46
H -3.7021 -7.6913 -1.3214 -0.37 0.58 0.05
H -2.8092 -6.0766 -1.2971 -0.01 -0.28 -0.41
H -2.1833 -7.5947 -0.5601 0.29 0.30 0.08
```
Positions in Å, forces in eV/Å.

Calculated values
Energy relative to the best compared isomer or geometry (same formula, charge and spin)   9.285 eV
2S+1   1
Max |F|   0.0968 hartree/bohr
HOMO-LUMO gap   10.8 eV
Total charge   0